DFT (the ωB97M-V functional and the def2-TZVPD basis) results for 6 unconnected molecules or ions with the total composition C27H38ClN6O.

```
73
Properties=species:S:1:pos:R:3:forces:R:3
C -4.02116 -4.05763 4.07755 0.1 -0.1 0.0
C -2.75603 -3.26072 3.83210 -0.3 0.1 0.2
O -2.94763 -2.42404 2.69549 0.4 0.0 -0.1
C -2.36310 -1.14543 2.71273 -0.1 0.0 0.0
C -0.82285 -1.04838 2.63745 0.1 0.3 -0.3
C -0.04089 -1.12491 3.97643 -0.3 -0.5 -0.4
C 0.52506 -2.49683 3.94850 0.0 0.0 0.1
N 0.42938 -3.02066 2.78517 -0.2 0.1 0.0
Cl 0.94088 -4.57227 2.39312 0.0 0.0 0.1
C -0.16324 -2.11908 1.75635 0.1 0.3 0.2
H -4.84356 -3.40809 4.37676 0.0 0.0 -0.1
H -4.30335 -4.59873 3.17320 0.0 0.1 0.0
H -3.84604 -4.79035 4.86920 0.0 0.1 0.0
H -2.51915 -2.65340 4.71766 0.0 0.0 -0.1
H -1.92905 -3.95514 3.64522 0.1 0.0 0.0
H -2.75008 -0.65156 1.81788 0.0 -0.1 0.1
H -2.71731 -0.56245 3.57768 0.1 -0.1 0.0
H -0.61922 -0.07987 2.17388 0.0 0.0 0.1
H -0.69138 -1.00416 4.84453 0.2 0.2 0.1
H 0.79691 -0.41193 4.00216 -0.1 0.1 0.2
H 0.97700 -3.04227 4.77126 0.0 0.0 -0.1
H -0.84852 -2.66372 1.10925 0.1 -0.1 0.1
H 0.68730 -1.71150 1.20094 -0.2 -0.1 -0.2
N 1.65518 0.96203 -1.31869 0.0 0.1 0.2
C 3.02687 0.95573 -1.30175 0.0 0.1 0.0
C 3.44375 -0.34548 -1.24578 0.0 0.0 0.1
C 2.28004 -1.16223 -1.23273 0.0 0.0 0.1
C 1.19429 -0.32734 -1.27995 -0.1 0.0 0.1
H 1.08469 1.79085 -1.37042 0.0 0.0 -0.3
H 3.58563 1.87614 -1.33561 0.0 0.0 -0.1
H 4.46799 -0.67729 -1.22818 0.0 0.0 0.0
H 2.24718 -2.23980 -1.21532 0.0 0.0 -0.1
H 0.13833 -0.54082 -1.30605 0.0 0.0 -0.1
N 2.55078 -6.54773 -0.11989 0.0 0.0 0.0
C 3.62500 -6.61996 -0.96909 0.0 0.0 0.0
C 3.47727 -7.74647 -1.72937 0.0 0.0 0.0
C 2.27023 -8.38057 -1.32538 0.0 0.0 0.0
C 1.72062 -7.61970 -0.33163 0.0 0.0 0.0
H 2.39680 -5.82319 0.55303 0.1 0.0 -0.1
H 4.39696 -5.86999 -0.95881 0.0 0.0 0.0
H 4.15887 -8.08304 -2.49192 0.0 0.0 0.0
H 1.85624 -9.29249 -1.72083 0.0 0.0 0.0
H 0.81554 -7.75015 0.23722 0.0 0.0 0.0
N -0.47170 4.45243 -1.20122 0.0 -0.1 0.0
C -1.20247 4.78487 -2.31085 0.0 0.0 0.0
C -0.35375 5.36966 -3.21246 0.0 0.0 0.0
C 0.93905 5.39857 -2.62277 0.0 0.0 0.0
C 0.83624 4.82700 -1.38451 0.0 -0.1 0.1
H -0.84495 4.03109 -0.37143 0.0 0.1 0.0
H -2.25878 4.57747 -2.35705 0.0 0.0 0.0
H -0.62173 5.74356 -4.18712 0.0 0.0 0.0
H 1.83788 5.80081 -3.05826 0.0 0.0 0.0
H 1.57380 4.66687 -0.61498 0.0 0.1 0.0
N 2.22172 1.91315 1.78888 0.0 0.0 0.1
C 1.38391 2.08525 2.85898 -0.1 -0.1 0.0
C 2.15684 2.25680 3.97949 0.0 -0.1 0.0
C 3.51445 2.18990 3.56594 0.0 0.0 0.0
C 3.51928 1.97878 2.21256 0.0 0.0 0.0
H 1.93612 1.75101 0.83805 0.1 -0.1 0.0
H 0.31264 2.08471 2.73650 0.0 0.1 0.0
H 1.79222 2.42723 4.97919 0.0 0.0 0.0
H 4.38586 2.29486 4.18966 0.0 0.0 0.0
H 4.33428 1.86773 1.51833 0.0 0.0 0.0
N -3.53549 5.79143 -5.12519 0.0 0.0 0.0
C -3.73487 4.69637 -5.92274 0.0 0.0 0.0
C -4.51141 5.08585 -6.98022 0.0 0.0 0.0
C -4.79062 6.47026 -6.81416 0.0 0.0 0.0
C -4.17475 6.87646 -5.66153 0.0 0.0 0.0
H -3.00317 5.79927 -4.27570 0.0 0.0 0.0
H -3.30707 3.74033 -5.67356 0.0 0.0 0.0
H -4.84156 4.45169 -7.78562 0.0 0.0 0.0
H -5.37500 7.09496 -7.46829 0.0 0.0 0.0
H -4.13591 7.83916 -5.18182 0.0 0.0 0.0
```
Positions in Å, forces in eV/Å.

Values from the calculation:
Net charge   +1
Total energy   -1915.237526 Ha
Kohn-Sham gap   0.187 hartree
Multiplicity   1

These are the Mulliken partial charges, in e, on atoms 1 to 2:
1. C -1.43
2. C 0.22

=====

DFT (the ωB97M-V functional and the def2-TZVPD basis) results for 9 unconnected molecules or ions with the total composition C27H38F7N11O4P2 at a distorted geometry.

```
89
Properties=species:S:1:pos:R:3:forces:R:3
C 4.79527 -2.74418 1.17860 -0.1 -0.3 -0.5
C 4.01614 -1.97005 0.13271 0.1 -0.8 1.3
C 2.55057 -1.90365 0.51890 0.0 -0.3 -0.4
C 1.73404 -1.91300 -0.73594 0.2 0.6 0.2
O 0.30043 -1.91840 -0.56156 0.3 0.3 -0.7
C -0.24670 -3.06998 -0.10331 -0.5 -0.5 1.2
N 0.57965 -4.22002 -0.26125 0.4 -0.1 -0.3
C -0.44506 -2.96653 1.37627 -0.2 0.8 6.6
N -0.51670 -2.85862 2.57377 0.2 -0.6 -6.0
C -1.69212 -3.24792 -0.74231 -0.1 -0.3 0.2
C -1.47760 -3.90780 -1.98880 1.5 -2.5 -5.2
N -1.21769 -4.47656 -3.00035 -1.0 2.2 3.8
P -2.79717 -4.39307 0.30990 -1.1 0.6 0.5
P -3.82189 -5.84353 -0.98234 0.0 -1.2 0.8
O -4.84377 -6.51788 -0.18632 -0.2 0.3 0.7
O -4.39646 -5.11112 -2.22941 0.4 0.5 -0.9
O -2.76210 -6.85766 -1.57441 0.1 0.4 -0.6
C -2.46493 -1.95752 -1.10527 0.0 0.1 0.2
F -1.74414 -1.23391 -1.97802 0.0 0.1 0.0
F -3.58818 -2.33052 -1.77110 -0.2 0.0 0.1
C -2.93968 -0.96674 -0.00100 -0.3 0.5 0.1
F -1.92769 -0.45266 0.71707 0.2 -0.3 -0.2
F -3.50546 0.06380 -0.67198 0.0 -0.1 -0.2
C -4.02107 -1.42824 1.02389 -0.4 -0.1 0.5
F -3.47549 -2.03041 2.08783 -0.4 0.3 -0.6
F -4.95058 -2.22264 0.46895 0.4 0.5 0.4
F -4.63814 -0.30729 1.46174 0.2 -0.5 0.0
H 5.82786 -2.79041 0.88727 0.7 0.0 0.0
H 4.42596 -3.75787 1.22694 -0.1 -0.5 0.0
H 4.71882 -2.32301 2.15466 0.0 0.3 0.6
H 4.44212 -1.00026 0.06781 0.2 0.8 -0.4
H 4.15028 -2.51039 -0.77740 0.0 -0.1 -0.8
H 2.34584 -1.00661 1.06826 -0.1 0.5 0.5
H 2.33412 -2.76578 1.12728 -0.3 -0.3 0.4
H 2.05934 -2.68681 -1.40224 0.0 -0.6 -0.3
H 1.94725 -1.00552 -1.25858 -0.2 0.7 -0.5
H 0.94992 -4.30113 -1.19563 -0.1 -0.1 -0.2
H 0.11978 -5.07263 0.00130 -0.1 -0.3 0.2
H -1.91603 -5.23920 0.99673 0.4 -0.1 -0.3
H -5.30210 -4.84543 -2.05664 -0.4 0.1 -0.1
H -2.06352 -6.93610 -0.92538 0.5 -0.4 0.0
C -6.56986 1.87990 3.15684 0.1 -0.1 0.0
C -7.05233 3.21742 3.44448 -0.4 1.3 0.3
N -7.43150 4.28520 3.67447 0.4 -1.2 -0.3
H -6.06363 1.87086 2.19482 0.0 0.0 0.0
H -5.87298 1.56527 3.92997 0.0 0.0 0.0
H -7.40508 1.18471 3.12583 0.0 0.0 0.0
C 5.72110 0.92328 -2.84238 -0.1 0.3 0.3
C 4.88920 -0.25760 -2.79967 -0.8 -1.3 0.0
N 4.23190 -1.20873 -2.76456 0.6 1.0 -0.3
H 5.72816 1.39963 -1.86551 -0.1 0.1 0.1
H 6.72905 0.65002 -3.11843 0.1 -0.1 0.0
H 5.31766 1.61946 -3.57080 0.0 0.1 -0.1
C 4.30030 0.89956 4.66034 -0.1 0.0 0.2
C 4.46287 0.38057 3.31666 0.1 -0.4 -1.3
N 4.59248 -0.02916 2.24307 -0.1 0.8 1.3
H 4.42218 0.09638 5.38362 0.0 0.0 0.0
H 5.04577 1.66808 4.84881 0.0 0.0 0.0
H 3.30794 1.33136 4.76474 -0.1 0.1 0.0
C -8.02994 7.30393 4.62724 -0.1 0.1 0.0
C -7.63575 8.26321 5.64451 0.3 0.9 0.9
N -7.32223 9.02520 6.45625 -0.3 -0.7 -0.8
H -9.11198 7.30780 4.51906 0.0 0.0 0.0
H -7.57589 7.56842 3.67580 0.0 0.0 -0.1
H -7.70626 6.30869 4.90492 0.0 -0.1 0.0
C -1.33659 2.67956 2.37826 -0.2 0.0 0.0
C 0.01799 2.64295 2.89470 1.4 0.0 0.5
N 1.09849 2.62154 3.30639 -1.1 0.0 -0.4
H -1.36913 3.25821 1.45875 0.0 0.0 0.0
H -1.68310 1.66967 2.17263 0.0 0.0 0.0
H -1.99335 3.14065 3.11236 0.0 0.0 0.0
C 0.66744 5.37818 -0.09877 -0.2 0.2 0.1
C 1.78102 4.48774 -0.34834 1.0 -0.8 -0.2
N 2.66778 3.77685 -0.54745 -0.6 0.5 0.1
H 0.82195 5.90673 0.83896 0.0 0.0 0.0
H 0.58452 6.09973 -0.90774 0.0 0.0 0.0
H -0.25422 4.80516 -0.03857 -0.1 0.0 0.0
C 7.30290 2.59741 -6.39522 0.0 0.1 -0.1
C 7.39522 1.29114 -5.77121 0.1 -1.3 0.5
N 7.46874 0.25142 -5.27072 0.0 1.0 -0.6
H 7.77053 3.34368 -5.75718 0.0 0.0 0.0
H 7.80918 2.58097 -7.35713 0.0 0.0 0.0
H 6.25771 2.85834 -6.54568 0.0 0.0 0.0
C 0.17469 -0.83120 -4.73342 0.0 -0.1 0.0
C 1.15538 0.19555 -5.04121 0.9 1.0 -0.3
N 1.92656 1.02171 -5.28664 -0.7 -0.8 0.2
H -0.27091 -1.20319 -5.65279 0.0 0.0 0.0
H 0.65259 -1.65606 -4.20973 0.0 0.0 0.0
H -0.60511 -0.41357 -4.10232 0.0 0.0 0.0
```
Positions in Å, forces in eV/Å.

Values from the calculation:
Net charge   0
Total energy   -3336.612818 Ha
Kohn-Sham gap   0.378 hartree
Structure (SMILES)   CCCCO[C@@](N)(C#N)[C@@](C#N)(PP(=O)(O)O)C(F)(F)C(F)(F)C(F)(F)F.CC#N.CC#N.CC#N.CC#N.CC#N.CC#N.CC#N.CC#N
Multiplicity   1

These are the Mulliken partial charges, in e, on atoms 1 to 2:
1. C -1.90
2. C -0.45

=====

DFT (the ωB97M-V functional and the def2-TZVPD basis) results for a molecular structure, C27H38N2O10SbZr.

```
79
Properties=species:S:1:pos:R:3:forces:R:3
Zr -0.51647 -1.67154 -0.97255 0.2 0.4 -0.3
O -4.37881 -4.04153 -1.74630 0.0 0.0 0.0
C -3.43286 -3.27781 -1.23980 0.0 0.1 -0.1
O -2.96057 -2.30253 -1.77116 0.1 0.0 0.0
C -2.99991 -3.67497 0.13639 0.0 0.1 -0.1
C -3.72150 -4.54841 0.93053 0.0 0.0 0.1
C -3.32269 -4.71643 2.24666 0.0 0.0 -0.1
C -2.24211 -3.98596 2.71612 0.0 0.0 0.1
C -1.57150 -3.14939 1.84204 -0.2 -0.1 0.0
N -1.92313 -3.01443 0.56183 -0.2 -0.2 0.0
C -0.41855 -2.26680 2.19552 0.2 0.1 0.0
O -0.00747 -2.13585 3.43235 -0.1 0.0 0.1
O 0.14646 -1.66932 1.30537 0.0 0.0 -0.2
H -4.62580 -3.71211 -2.62584 0.0 0.0 0.0
H -4.57974 -5.06282 0.52339 0.0 0.0 0.0
H -3.85786 -5.38840 2.90333 0.0 0.0 0.0
H -1.93638 -4.09268 3.74878 0.0 0.0 0.0
H -0.56372 -2.59597 4.07463 0.0 0.0 0.0
O -1.59079 1.13870 -6.47247 0.0 0.0 0.0
C -1.39455 0.57925 -5.27492 0.0 0.0 0.0
C -1.69876 1.23252 -4.07475 0.0 0.1 0.0
C -1.44712 0.56114 -2.90404 0.1 -0.1 0.0
N -0.92216 -0.65819 -2.89955 -0.2 0.1 -0.2
C -0.68082 -1.31170 -4.03300 -0.1 -0.1 0.1
C -0.89955 -0.73076 -5.25570 0.1 0.0 -0.1
C -0.29344 -2.76132 -3.78267 0.0 0.0 0.0
O 0.07871 -3.48763 -4.66160 -0.1 0.0 0.0
O -0.45453 -3.08232 -2.50914 0.1 0.0 0.2
C -1.79358 1.03043 -1.50661 0.0 0.0 0.1
O -2.26734 2.10925 -1.28222 0.0 0.0 0.0
O -1.52537 0.09119 -0.61437 0.3 0.0 0.1
H -1.93465 2.03618 -6.38897 0.0 0.0 0.0
H -2.13704 2.22222 -4.04499 0.0 0.0 0.0
H -0.70600 -1.27098 -6.17173 0.0 0.0 0.0
C 1.78051 2.29447 4.31804 0.0 0.0 0.0
C 1.92303 2.97764 2.95941 0.1 0.0 0.0
C 3.34876 2.82592 2.43127 0.0 0.0 0.0
Sb 0.54688 2.06643 1.55746 0.0 0.0 0.0
C 0.82999 3.34993 -0.17996 0.0 0.0 -0.1
C 1.47797 4.70259 0.08750 0.0 0.0 0.0
C 1.57917 2.58538 -1.27177 0.0 0.0 0.0
C -1.32046 2.96699 2.22469 0.0 0.0 0.0
C -1.18262 4.31755 2.91735 0.0 0.0 0.0
C -2.09941 1.97657 3.08889 0.0 0.0 0.0
H 2.48803 2.71303 5.04013 0.0 0.0 0.0
H 1.99115 1.22356 4.23954 0.0 0.0 0.0
H 0.77822 2.40306 4.73507 0.0 0.0 0.0
H 1.68653 4.03964 3.05812 0.0 0.0 0.0
H 3.61481 1.77003 2.32515 0.0 0.0 0.0
H 4.06893 3.27747 3.12010 0.0 0.0 0.0
H 3.48440 3.29699 1.45541 0.0 -0.1 0.1
H -0.19765 3.50820 -0.52075 0.0 0.0 0.0
H 2.49986 4.59667 0.45909 -0.1 0.1 -0.1
H 0.92401 5.29236 0.81681 0.0 0.0 0.0
H 1.53022 5.28525 -0.83777 0.0 0.0 0.0
H 2.61185 2.37753 -0.97563 0.0 0.0 0.0
H 1.61966 3.16623 -2.19905 0.0 0.0 0.0
H 1.11479 1.62011 -1.49101 0.0 0.0 0.0
H -1.86938 3.09718 1.28806 0.0 0.0 0.0
H -0.62627 4.23683 3.85286 0.0 0.0 0.0
H -2.17008 4.72225 3.16046 0.0 0.0 0.0
H -0.67097 5.05251 2.29696 0.0 0.0 0.0
H -1.56699 1.74828 4.01768 0.0 0.0 0.0
H -2.26658 1.03473 2.55856 0.0 0.0 0.0
H -3.07563 2.38568 3.36674 0.0 0.0 0.0
C 3.20525 -2.25069 -2.41982 0.1 0.0 0.0
C 2.54008 -2.17819 -1.05440 -0.1 0.4 -0.2
C 2.11133 -3.56523 -0.58892 0.2 -0.1 0.1
C 3.42153 -1.48075 -0.03183 0.0 0.0 0.0
O 1.35502 -1.35207 -1.20638 -0.4 -0.4 0.3
H 4.12694 -2.83289 -2.36557 0.0 0.0 0.0
H 3.45267 -1.24697 -2.76509 0.0 0.0 0.0
H 2.54355 -2.72608 -3.14536 0.0 0.0 0.0
H 2.98439 -4.16161 -0.31865 0.0 0.0 0.0
H 1.57057 -4.10399 -1.36688 -0.1 0.1 0.0
H 1.49995 -3.49816 0.31817 0.0 0.0 0.0
H 4.33593 -2.05021 0.14173 0.0 0.0 0.0
H 2.88767 -1.36645 0.91294 0.0 0.0 0.0
H 3.69199 -0.48879 -0.39392 0.0 0.0 0.0
```
Positions in Å, forces in eV/Å.

Values from the calculation:
Net charge   +1
Relative energy (zero: lowest compared OMol25 entry of this formula, charge and spin)   21.8 kcal/mol
Total energy   -2200.916680 Ha
Kohn-Sham gap   0.183 hartree
Multiplicity   1

These are the Mulliken partial charges, in e, on atoms 1 to 2:
1. Zr 1.44
2. O -0.47

=====

Question: What is the formula in the third record?
Answer: C27H38N2O10SbZr

=====

Question: Among the records above, which one has the highest Kohn-Sham gap?
Answer: C27H38F7N11O4P2

=====

Question: Look up the multiplicity of the second one.
Answer: 1

=====

Question: What is the Kohn-Sham gap in the third record?
Answer: 0.183 hartree